2 unconnected molecules or ions with the total composition C2H8N4O at a distorted geometry, computed with wB97M-V/def2-TZVPD.

Positions of all 15 atoms, in Å:
1 H -2.90559 -0.23089 -1.05415
2 H 3.53257 0.63689 1.41283
3 H -2.08142 -0.36313 1.70726
4 H 0.37397 2.00737 -0.82036
5 N -2.39400 0.08873 -0.29372
6 O 4.19541 -0.28141 -0.26159
7 C 3.34328 0.21736 0.40905
8 N -2.02517 -0.73992 0.76654
9 H -2.03889 1.80650 -1.07229
10 N -1.64343 1.19573 -0.34936
11 H 5.05814 -0.57940 0.04481
12 H -2.33791 -1.72806 0.68523
13 C -0.09879 1.10454 -0.46366
14 N 0.52690 0.07952 -0.06114
15 H -0.08252 -0.78074 0.37586

Output
Total charge: +2
HOMO-LUMO gap (spin up / spin down): 0.2645 / 0.3227 Eh
Highest occupied orbital energy (spin up / spin down): -17.349 / -18.538 eV
Relative energy (zero: lowest compared OMol25 entry of this formula, charge and spin): 140.8 kcal/mol
Multiplicity: 1



A molecular structure, C49H32Cl2F3IInO10S at a distorted geometry, computed with wB97M-V/def2-TZVPD.

Positions of all 99 atoms, in Å:
1 C 3.07926 7.78761 -1.92331
2 C 3.47339 3.53840 -2.02737
3 H 7.39409 10.78919 -0.91710
4 C -0.36952 -5.52491 -1.29884
5 C -4.07896 -5.17195 3.48008
6 C -4.44064 -2.95548 2.63537
7 H -2.22697 2.82733 2.50897
8 S 2.54176 -1.72217 -2.62262
9 C -3.65946 -7.51510 4.41604
10 H -3.30376 6.84951 -0.16474
11 H 1.16257 5.99171 -2.39977
12 H 1.37605 3.52768 -2.47990
13 H -2.73178 -10.65856 5.24752
14 C 6.32626 -6.18886 -2.43446
15 H -2.44582 -8.98622 3.44804
16 C -5.27810 -2.67928 3.71097
17 C 3.22640 6.30805 -1.93536
18 O -2.86499 1.97393 -3.10818
19 C 4.29566 8.61204 -1.65758
20 Cl 4.83351 -4.39778 -3.90200
21 C -3.98489 -9.38620 6.44136
22 H -3.35318 4.10359 -4.27502
23 C -3.21148 -9.69155 5.32576
24 C -2.29070 2.21282 1.62156
25 C 6.63092 8.79774 -1.09078
26 H -4.10363 -10.11390 7.23372
27 C -2.45350 0.64512 -0.67166
28 C -2.22350 0.05169 0.55940
29 C -4.44855 -7.21447 5.52679
30 In 2.36318 -3.99629 -1.49976
31 I 1.81263 -3.44856 1.18771
32 C 4.57980 4.32129 -1.73689
33 H 6.72707 -6.26870 -3.44419
34 H -6.15513 -3.43202 5.52042
35 O 2.00710 8.32065 -2.12734
36 C 4.19731 9.99725 -1.69900
37 C -2.61124 2.02268 -0.76188
38 H -3.79789 6.53289 -4.40692
39 H -0.68213 -6.52369 -1.59172
40 C -2.54276 2.80959 0.39294
41 C -5.50965 -3.64227 4.67882
42 C -3.06110 4.89171 -0.99368
43 C 5.31069 10.77762 -1.43964
44 O -5.85701 -5.65611 6.59300
45 C 5.51970 8.01015 -1.36467
46 C -4.90470 -4.88823 4.57416
47 H -1.94427 0.37468 2.66174
48 C -2.85085 2.64112 -2.09478
49 C -3.44530 -6.51178 3.32921
50 O 3.09151 -1.71979 -3.96930
51 C 4.20416 -5.20793 -1.48316
52 O 1.19510 -1.15622 -2.56083
53 C 3.55152 -0.51063 -1.58854
54 H -5.74686 -1.70719 3.79612
55 C -3.04914 -8.75878 4.31605
56 H 0.88485 -5.79083 -2.99094
57 C 5.10368 -5.32805 -2.46295
58 C 5.66152 6.52345 -1.35682
59 F 3.93503 0.55568 -2.33476
60 Cl 4.51493 -6.12880 -0.01741
61 H -5.21004 -7.90950 7.40225
62 C -3.31721 6.25530 -1.06787
63 H 7.10788 -5.76158 -1.81007
64 H -2.12398 -1.02494 0.63455
65 C 0.59079 -4.95985 -2.35787
66 O -2.69557 4.96952 1.33176
67 C -2.13296 0.83956 1.70265
68 H -2.51973 0.04159 -1.56647
69 C -3.84486 -4.19940 2.51477
70 H -4.24966 -2.19843 1.88548
71 H -1.00261 -2.80007 -1.38163
72 C -3.58640 6.84234 -2.29200
73 O 6.72950 6.00815 -1.09582
74 H 7.57318 8.32338 -0.85363
75 O -1.94982 -3.18459 0.34649
76 C -3.34540 4.71085 -3.38040
77 F 2.77452 -0.04180 -0.58822
78 C 2.11740 5.51949 -2.21437
79 C -1.48616 -3.52857 -0.71707
80 H 0.09570 -5.63611 -0.31947
81 H -3.19899 -4.40897 1.67626
82 C 2.24047 4.14049 -2.25866
83 C -2.75652 4.28019 0.33314
84 H 0.03410 -4.22773 -2.93782
85 C -3.59429 6.07085 -3.44963
86 C 4.46342 5.70469 -1.68408
87 H 5.23333 11.85647 -1.47833
88 C -4.60490 -8.15289 6.53986
89 H -3.78776 7.90424 -2.34724
90 C -3.08582 4.11496 -2.15268
91 C 6.52641 10.17744 -1.12758
92 H 3.57321 2.45990 -2.07541
93 O -1.59621 -4.78457 -1.16620
94 H 5.54043 3.86008 -1.55282
95 H 3.24751 10.45591 -1.93693
96 C -5.13561 -5.89563 5.64451
97 F 4.63643 -1.09876 -1.05264
98 H 6.07812 -7.19679 -2.11613
99 O -2.77359 -6.78869 2.35908

Output
Total charge: -1
HOMO-LUMO gap: 0.2555 Eh
Highest occupied orbital energy: -6.394 eV
Multiplicity: 1



A molecular structure, C50H42F42N13O28S14 at a distorted geometry, computed with wB97M-V/def2-TZVPD.

Positions of all 189 atoms, in Å:
1 F -2.62534 -7.14351 -3.21065
2 H -6.41555 -3.12370 1.00299
3 H -0.70478 -4.87844 -3.34439
4 C 0.81056 9.53954 2.83356
5 C 3.79848 3.20625 -4.44248
6 F 0.11744 2.07495 -4.99450
7 O 1.22300 -2.56314 -7.61427
8 H 0.49672 -4.35442 6.96995
9 H 0.00398 7.68683 -0.45462
10 F 2.09649 -8.62269 2.77669
11 H -0.37351 -6.91557 -2.85847
12 C 2.23738 0.48834 -0.00092
13 H -5.01842 -6.11361 1.62613
14 C 0.55033 -6.88843 -5.71344
15 F 2.38260 6.20074 6.56075
16 F -4.72241 -6.74263 -3.65307
17 H -7.03453 -3.82862 2.52339
18 F 3.56789 -3.46271 2.68034
19 O 1.90265 -5.45809 -7.65476
20 H 6.49309 5.99203 -1.95550
21 F 0.96898 -7.91485 1.15147
22 C 2.51981 6.18006 -0.39674
23 C -2.90298 5.72415 -0.28707
24 C 1.26253 2.63324 0.46969
25 F -4.17093 5.28561 -0.07336
26 O 0.19736 3.88063 -2.41005
27 H -2.74276 -6.52962 2.44824
28 O -0.23997 5.40504 2.32022
29 S 3.63979 1.65550 -3.28212
30 N -5.08165 -4.15900 2.22045
31 C 1.35849 -3.71457 -0.36197
32 O 2.78874 4.04896 3.48782
33 N 4.44361 2.16090 -1.77947
34 H 1.19702 -7.26654 -2.00119
35 H 1.98615 -5.71185 3.27605
36 F 3.20644 2.85549 -5.58319
37 C -2.52141 -4.47673 3.29457
38 F -0.68060 -6.94053 -5.28215
39 C -8.10023 3.36338 0.16253
40 H -1.61839 8.95910 0.58786
41 H -6.70838 -4.91617 1.12531
42 C -4.56501 -3.17246 2.92312
43 H 2.47334 -6.11899 6.66123
44 S 3.63388 -7.63480 0.79237
45 O -5.33683 2.01787 2.31544
46 O -3.25705 -1.68587 -2.72891
47 H 4.39170 8.54486 1.13351
48 F 2.18128 -1.56830 -4.04888
49 F 5.26738 2.08147 1.06543
50 H 2.02745 -3.41636 0.43172
51 N 0.78392 -3.94570 -5.59864
52 F -2.80685 0.39833 1.69869
53 H 3.01930 -1.32505 -0.56536
54 H -0.40162 -2.50884 -3.06902
55 C -3.82372 -6.87221 -2.67768
56 C 1.85274 8.88150 2.23081
57 N 3.35353 -5.96417 1.29673
58 O -0.86329 6.49794 4.39536
59 C 0.33072 8.17107 0.45376
60 H 3.24188 -5.86246 5.08958
61 H 0.35398 2.97760 0.96370
62 N 0.46635 -5.48877 -1.72034
63 H -2.44730 9.67348 2.63089
64 O -5.77781 -0.35064 1.59780
65 H -1.38347 11.20876 2.54488
66 O -0.82752 5.01275 -4.37669
67 F 4.58473 -3.02223 0.61712
68 H -1.52837 10.13299 4.02612
69 H -0.31770 -5.38046 2.18916
70 F -2.58549 4.05657 4.83092
71 O 1.91325 6.33259 3.78981
72 C 4.16040 7.70253 0.49840
73 S -0.57524 5.25794 3.73832
74 F 3.96773 4.91913 5.81541
75 H 3.44630 4.47975 -1.40757
76 C 3.61275 5.45150 -0.96668
77 C -0.69749 8.80777 1.13140
78 S -5.36282 0.98307 1.21842
79 F 3.35672 4.32824 -3.88555
80 C -3.48047 0.91386 0.59301
81 C 4.64213 -3.68345 1.83563
82 O 5.11276 -0.17669 -1.54849
83 N 4.88842 5.81502 -0.74499
84 F 0.23038 -1.04571 -4.84036
85 C 0.78703 -2.72115 -1.19865
86 H 3.17694 0.94192 0.27815
87 H 6.70583 4.69147 -0.72942
88 C -3.31459 -3.29571 3.49450
89 N -2.20747 4.04647 -2.57124
90 C -0.14477 -4.50416 -2.50017
91 O 3.20764 -3.25300 -6.25476
92 C 2.07112 -0.84271 -0.37908
93 C 1.52114 -1.38126 -5.18277
94 S 5.64701 1.19758 -1.59904
95 F -7.59309 3.97207 -0.91103
96 O 5.16194 -6.03748 2.90853
97 H 1.36394 3.27658 -0.40435
98 O 6.83994 1.53472 -2.37872
99 O -3.81807 -2.76768 -0.52072
100 C -1.17912 -4.62861 3.94104
101 H 0.93199 10.00255 3.80169
102 F 1.96794 -9.92324 1.03025
103 O 4.74839 -8.35112 1.41401
104 H 2.81521 8.74449 2.70123
105 O -0.55158 -5.23432 -7.58280
106 C 0.19327 -6.84763 -1.92989
107 C -0.19785 -0.44533 -1.04917
108 F 2.07194 -0.30665 -5.82771
109 C -0.93412 -4.33833 5.28917
110 H -1.76005 -3.92091 5.84595
111 S 1.76196 -2.96560 -6.29624
112 O 5.72975 -5.76847 0.46725
113 C 2.58844 -5.41401 5.83790
114 F -5.81401 -2.18625 -3.81972
115 C -5.75225 -2.48256 -2.45670
116 N 1.26293 -5.15567 5.19536
117 O 2.18847 1.44546 -3.01235
118 F 5.08483 3.36482 -4.71560
119 C 6.01558 5.16777 -1.42570
120 F 7.26129 2.36202 0.33951
121 F -4.20522 -7.86739 -1.85706
122 H -5.24576 -2.33460 2.95436
123 S -3.92245 -2.77958 -2.01641
124 C -1.54722 10.20566 2.93870
125 S -7.67544 1.48641 0.29111
126 C 0.30123 -4.54853 5.92568
127 C -0.00986 -3.14674 -2.29054
128 H 2.12093 2.73715 1.13336
129 C 2.04156 -8.62659 1.47695
130 C -0.08712 -5.07805 3.19999
131 F 2.33523 4.02329 6.76727
132 S -2.38663 5.79306 -2.19088
133 C 1.10622 -5.08164 -0.62856
134 F -3.31985 0.02488 -0.39891
135 O -1.17484 6.64800 -2.19719
136 N 1.15389 1.27919 -0.00114
137 C 0.85000 -1.32736 -0.89756
138 O -8.16054 1.07156 1.58667
139 F -7.60877 4.02533 1.19414
140 C -6.41353 -4.00454 1.64503
141 C 1.11325 -5.41732 3.83970
142 C -3.13254 -5.53162 2.58414
143 O -2.56708 -5.53939 -0.71486
144 O -3.50027 6.33774 -2.91062
145 C 2.80657 7.35207 0.33936
146 N -0.42703 9.46061 2.31765
147 S -0.89989 3.96632 -3.36281
148 F -2.99009 2.08276 0.15008
149 C 6.23706 1.58091 0.31354
150 F -2.06757 4.90654 0.27927
151 H 1.44391 -5.93197 -0.05471
152 F -6.13955 -1.43776 -1.67111
153 F -3.16672 5.09058 2.94980
154 O 4.34276 0.62819 -4.05517
155 F -1.89548 2.56270 -5.33523
156 C -0.02868 0.87274 -0.54092
157 C -2.20563 4.31038 3.59728
158 F -6.51468 -3.50755 -2.15915
159 F 5.75307 -3.33667 2.49559
160 N 0.33127 4.25933 4.48147
161 N -3.52548 -4.32985 -2.72696
162 F 0.87191 -7.89446 -6.50668
163 F -2.71299 6.97200 0.15268
164 H 1.53136 5.82007 -0.64121
165 H -2.94809 -2.45747 4.06847
166 H -1.14570 -0.82817 -1.39763
167 O 3.48562 -7.74292 -0.66576
168 O -8.42851 0.95622 -0.77698
169 H -0.37812 -7.16054 -1.05599
170 N -5.94918 1.63312 -0.02243
171 H 6.21345 7.13151 0.11589
172 S -3.72541 -5.32678 -1.61941
173 C 2.68078 5.01478 6.00188
174 C 1.65396 8.17386 0.99183
175 C -1.03565 2.29501 -4.40425
176 H -0.80187 1.60931 -0.70229
177 C 5.16865 6.89193 -0.01597
178 S 0.70679 -5.23241 -6.80235
179 H 5.61508 4.45594 -2.14751
180 F -1.43299 1.26484 -3.68765
181 F -9.44554 3.49347 0.18595
182 O -5.00845 -5.22527 -0.89295
183 F 6.65995 0.39305 0.83473
184 S 1.90023 4.94397 4.23082
185 F 1.50887 -6.90752 -4.73396
186 F -2.04284 3.13060 2.92832
187 C -4.42363 -5.29996 2.01420
188 H 2.92018 -4.45741 6.24161
189 S 4.76289 -5.53990 1.56336

Output
Total charge: -1
HOMO-LUMO gap: 0.1673 Eh
Highest occupied orbital energy: -6.508 eV
Relative energy (zero: lowest compared OMol25 entry of this formula, charge and spin): 0.0 kcal/mol
Multiplicity: 1



A molecular structure, C35H40N2O3S5SiSn at a distorted geometry, computed with wB97M-V/def2-TZVPD.

Positions of all 87 atoms, in Å:
1 S 3.11309 0.75440 -4.61967
2 H -4.15643 -2.47375 4.09419
3 H 4.69641 0.06290 -0.79225
4 C -3.09033 -2.21538 4.08917
5 C 1.86334 -1.77351 3.02073
6 H 4.80973 -1.61751 -5.75580
7 H 2.53710 -2.56880 3.38854
8 Si -0.90227 -0.78000 3.05409
9 H -5.23255 2.82387 -0.47226
10 H -4.70624 -0.41608 3.13982
11 S 2.23900 0.84758 0.43274
12 C -2.47524 3.55596 1.36506
13 S -0.94217 3.00802 2.03239
14 H -3.08850 -1.27006 0.77470
15 H 0.12125 -3.15208 1.47055
16 C 3.39756 -3.29203 -5.45868
17 C 2.65275 -0.55534 -0.56771
18 H 0.12642 -2.95236 -4.62433
19 H 2.44872 4.59161 -1.88972
20 H 1.09045 -3.38792 4.96733
21 H 1.53379 -3.76276 -0.82058
22 C 1.56217 -1.30514 -4.73609
23 C 0.39330 -2.52635 4.86863
24 H -0.92306 -3.79601 2.70899
25 C -2.72166 -1.30055 2.91254
26 H 3.11636 1.69977 -1.65781
27 S 0.01420 -1.35336 -0.84814
28 Sn -0.46702 0.69858 0.71470
29 C -4.15459 5.31634 1.58017
30 H -4.55944 6.22967 2.03693
31 C 4.01685 -0.79009 -0.72824
32 C -0.54282 0.50199 4.40933
33 C 0.42161 -2.16174 3.37319
34 H -2.93417 -1.75485 5.06136
35 C 0.42437 4.61458 -2.69955
36 C 3.80619 -1.95776 -5.45440
37 C 4.50589 -2.08884 -0.83334
38 H -3.04025 2.40648 -2.66398
39 H 3.91825 -4.20904 -0.88240
40 C -2.97851 -1.99671 1.59081
41 C -4.98946 4.59539 0.74807
42 C 2.24098 -2.90432 -0.80307
43 H -1.12980 1.44601 4.35435
44 H 1.98926 -1.65812 1.94389
45 H -2.15486 5.30663 2.54325
46 H 5.58362 -2.24364 -0.93979
47 H -3.93575 -2.58319 1.62025
48 N 0.06252 2.29449 -1.22005
49 C -0.74694 3.89295 -2.80362
50 N 1.52338 0.99733 -4.31331
51 H 0.76532 -1.71338 5.52298
52 H -0.60033 -2.83317 5.24806
53 H 0.77010 -4.19101 2.76641
54 H -3.40782 0.50299 3.92388
55 C 2.09264 -3.62933 -5.06705
56 C 2.53381 2.14875 -0.81364
57 C 1.47251 4.09660 -1.96609
58 O 3.90040 0.84168 -3.39294
59 H -3.59959 0.60771 2.15550
60 C 0.74495 -0.13756 -4.41000
61 S -2.87101 1.42975 -0.52485
62 C -2.87359 4.78463 1.88851
63 H 4.11329 -4.05517 -5.73015
64 C -3.66962 -0.06878 2.99449
65 C 1.30056 2.84603 -1.33332
66 C 0.06939 -3.37311 2.54119
67 H -6.01599 4.93717 0.54240
68 H -1.92472 1.01429 -2.69145
69 H 3.22225 2.93426 -0.38862
70 H 2.17577 -0.85481 3.51505
71 C 1.73073 -1.58866 -0.75726
72 C -4.53197 3.42570 0.15086
73 C 2.88011 -1.00145 -4.99397
74 O 3.67555 1.39890 -5.80364
75 C 1.15365 -2.63822 -4.79734
76 C 3.59675 -3.14707 -0.83069
77 C -0.91706 2.73320 -2.04116
78 H -2.21377 -2.72024 1.27765
79 H 0.51777 5.59250 -3.22517
80 C -3.27983 2.92076 0.37487
81 H 1.79487 -4.63631 -4.84744
82 C -2.20324 1.93521 -2.10809
83 H -2.54519 -3.17207 4.04290
84 H -1.54559 4.23593 -3.49874
85 O -0.49438 -0.19140 -4.19526
86 H -0.69879 0.04020 5.39685
87 H 0.54556 0.72827 4.36424

Output
Total charge: 0
HOMO-LUMO gap: 0.2388 Eh
Highest occupied orbital energy: -7.738 eV
Relative energy (zero: lowest compared OMol25 entry of this formula, charge and spin): 2.0 kcal/mol
Multiplicity: 1